Entry 1:
{"formula": "C7H6", "method": "ωB97M-V with the def2-TZVPD basis set", "energy_ha": -270.22556, "de_lowest_kcal_mol": 6.6, "smiles": "C#CC1=CC=CC1", "multiplicity": 1, "species": ["C", "C", "C", "C", "C", "C", "C", "H", "H", "H", "H", "H", "H"], "coordinates": [[-2.254, -0.021, 2.138], [-1.461, 0.028, 1.228], [-0.481, -0.035, 0.179], [-0.394, -0.837, -0.921], [0.892, -0.620, -1.598], [1.576, 0.317, -0.901], [0.796, 0.762, 0.240], [-2.878, -0.021, 2.995], [-1.210, -1.540, -1.167], [1.033, -1.095, -2.579], [2.494, 0.813, -1.107], [1.378, 0.432, 1.153], [0.509, 1.819, 0.341]], "atomic_forces_ev_per_a": [[0.70, 0.25, -0.52], [-0.22, -0.49, -0.17], [0.44, -0.42, -0.27], [-1.05, 0.05, 1.04], [-0.88, 0.08, -0.33], [-0.39, -0.13, -1.39], [-0.58, -0.48, 2.24], [-0.19, -0.02, 0.02], [0.81, 0.37, -0.19], [0.66, 0.30, 0.70], [0.69, -0.09, -0.48], [-0.67, 0.64, -0.48], [0.67, -0.07, -0.17]], "nbo_charge": [-0.21, -0.03, -0.09, -0.19, -0.23, -0.17, -0.48, 0.23, 0.22, 0.23, 0.22, 0.25, 0.25]}


Entry 2:
{"formula": "C33H53INO6S", "method": "ωB97M-V with the def2-TZVPD basis set", "energy_ha": -2490.65480, "total_charge": 1, "multiplicity": 1, "species": ["C", "C", "O", "C", "C", "C", "C", "C", "C", "N", "C", "C", "O", "O", "C", "C", "O", "C", "C", "C", "O", "C", "C", "C", "C", "C", "C", "C", "C", "C", "C", "C", "C", "O", "C", "C", "C", "S", "C", "C", "C", "I", "H", "H", "H", "H", "H", "H", "H", "H", "H", "H", "H", "H", "H", "H", "H", "H", "H", "H", "H", "H", "H", "H", "H", "H", "H", "H", "H", "H", "H", "H", "H", "H", "H", "H", "H", "H", "H", "H", "H", "H", "H", "H", "H", "H", "H", "H", "H", "H", "H", "H", "H", "H", "H"], "coordinates": [[9.121, -2.458, 2.590], [8.046, -2.083, 1.458], [6.685, -1.951, 1.945], [6.260, -0.571, 2.004], [5.545, -0.060, 0.642], [4.794, 1.369, 0.852], [3.887, 1.769, -0.410], [2.554, 2.630, 0.001], [1.267, 1.706, -0.068], [0.544, 1.101, 0.875], [1.016, 1.382, 2.260], [0.654, 2.901, 2.706], [1.497, 3.525, 3.405], [-0.539, 3.572, 2.307], [-0.310, 4.476, 1.218], [0.405, 5.895, 1.312], [-0.750, 4.129, 0.084], [-0.611, 0.245, 0.396], [-0.659, -1.052, 1.396], [-2.110, 0.854, 0.662], [-2.991, -0.286, 0.707], [-4.326, 0.022, 0.310], [-4.769, 0.789, -0.953], [-6.268, 1.053, -1.351], [-6.633, 1.844, -2.689], [-7.395, 0.512, -0.413], [-6.949, -0.268, 0.863], [-5.474, -0.525, 1.240], [-5.059, -1.379, 2.548], [-4.860, -2.909, 2.010], [-6.203, -1.278, 3.670], [-0.220, -0.088, -1.160], [0.716, -1.411, -1.079], [1.445, -1.666, -2.299], [2.322, -2.816, -2.179], [3.752, -2.361, -2.822], [-1.531, -0.146, -2.095], [-1.205, -0.662, -3.851], [-2.386, -2.104, -4.140], [-2.772, -2.303, -5.684], [0.535, 1.302, -1.437], [1.682, 1.601, -3.257], [10.056, -2.899, 2.067], [8.767, -3.274, 3.316], [9.488, -1.543, 3.189], [8.372, -1.084, 0.997], [8.075, -2.940, 0.686], [5.454, -0.501, 2.825], [7.125, 0.098, 2.341], [4.811, -0.883, 0.309], [6.361, -0.009, -0.164], [4.238, 1.315, 1.849], [5.657, 2.133, 0.954], [4.478, 2.402, -1.155], [3.551, 0.819, -0.977], [2.445, 3.508, -0.731], [2.781, 3.070, 1.029], [2.162, 1.288, 2.354], [0.575, 0.713, 3.070], [1.553, 5.845, 1.303], [0.115, 6.484, 0.361], [0.067, 6.540, 2.194], [-1.084, -1.980, 0.897], [-1.147, -0.802, 2.404], [0.452, -1.272, 1.644], [-2.335, 1.615, -0.153], [-2.055, 1.316, 1.720], [-3.991, 1.193, -1.679], [-6.043, 1.521, -3.609], [-6.460, 2.970, -2.526], [-7.739, 1.639, -2.908], [-8.486, 0.673, -0.701], [-7.767, -0.703, 1.546], [-4.036, -1.026, 2.917], [-5.057, -3.673, 2.855], [-5.538, -3.139, 1.110], [-3.782, -3.077, 1.624], [-5.667, -1.320, 4.689], [-6.986, -2.117, 3.616], [-6.701, -0.252, 3.558], [1.505, -1.338, -0.237], [0.008, -2.316, -0.930], [2.432, -3.108, -1.067], [1.906, -3.758, -2.700], [3.728, -1.213, -2.889], [3.774, -2.787, -3.881], [4.605, -2.709, -2.152], [-1.939, 0.934, -2.148], [-2.344, -0.861, -1.695], [-1.898, -3.006, -3.641], [-3.330, -1.850, -3.522], [-2.803, -1.277, -6.178], [-3.809, -2.784, -5.710], [-1.976, -3.002, -6.136], [-0.276, 2.129, -1.508]], "atomic_forces_ev_per_a": [[0.52, -0.10, -0.04], [1.09, -0.44, 0.08], [0.65, 1.32, -0.38], [-1.15, 0.43, 0.42], [0.41, -0.31, 0.20], [1.43, -0.65, -0.45], [-0.37, -0.46, -0.10], [0.23, -0.33, 0.27], [-1.33, -1.02, -1.62], [2.20, 1.88, -0.54], [-0.71, 0.82, 1.64], [3.50, 2.51, 2.46], [-3.51, -2.79, -2.92], [1.90, -0.61, -0.82], [-1.14, 0.13, -4.68], [-0.19, 0.58, -0.01], [1.68, 0.87, 4.74], [-1.75, -2.34, 1.24], [2.08, 0.23, 0.06], [1.92, 0.72, 0.17], [-1.24, 1.75, -1.31], [-5.03, 0.41, -0.58], [-1.75, -0.90, 1.39], [0.53, -1.95, 2.88], [-0.15, -0.19, 0.80], [4.57, -0.50, 0.41], [1.86, 0.91, -1.90], [-0.10, 1.59, -2.08], [-0.82, -0.59, -1.71], [0.41, -0.19, 0.08], [0.89, 0.42, 0.18], [0.29, 0.64, 1.02], [-0.32, -0.40, -0.89], [-0.30, -0.26, 1.11], [1.14, -0.14, 0.29], [-1.37, -0.14, 0.22], [-0.23, -0.05, 0.30], [-0.52, -0.32, 0.02], [-0.89, 0.05, 1.16], [0.59, -0.15, 1.09], [-0.16, 1.00, 0.84], [-0.41, -0.18, 0.68], [-1.50, 0.80, 0.73], [0.25, 1.32, -1.13], [-0.78, -1.43, -0.88], [-0.40, -1.56, 0.31], [-0.23, 1.53, 1.04], [1.24, -0.25, -1.07], [-1.11, -0.74, -0.65], [0.96, 1.25, 0.58], [-1.31, 0.16, 0.96], [0.54, 0.21, -1.39], [-1.64, -0.98, 0.05], [-0.82, -0.96, 1.09], [0.60, 1.45, 0.90], [-0.26, -1.51, 0.93], [-0.74, -0.64, -1.27], [-1.99, 0.24, -0.35], [0.34, 0.67, -1.41], [-1.73, -0.32, 0.28], [0.32, -1.31, 1.48], [0.53, -1.29, -1.00], [0.29, 1.50, 0.85], [0.37, -0.41, -1.74], [-1.78, 0.01, -0.33], [-0.15, -0.94, 1.38], [-0.30, -0.34, -1.76], [-1.17, -0.59, 1.13], [-0.60, 0.28, 1.41], [-0.37, -1.71, -0.29], [1.59, 0.50, 0.31], [1.74, -0.33, 0.64], [1.52, 0.82, -1.20], [-1.61, -0.26, -0.40], [0.31, 1.24, -1.37], [0.80, 0.41, 1.56], [-1.66, 0.37, 0.70], [-1.09, -0.03, -1.46], [1.24, 1.28, -0.06], [0.59, -1.57, 0.41], [-1.44, 0.00, -0.98], [1.06, 1.48, 0.21], [-0.03, 0.54, -1.58], [0.41, 1.63, 0.60], [0.16, -1.78, 0.15], [0.44, 0.62, 1.52], [-1.02, 0.39, -1.19], [0.52, -1.85, 0.19], [1.37, 1.24, -0.35], [-0.77, 0.99, -0.98], [1.43, -0.41, -1.05], [0.07, -1.53, 0.45], [1.57, 0.61, -0.15], [-1.43, 1.27, 0.33], [1.22, -1.28, 0.06]], "mulliken_charge": [-1.00, -0.20, -0.40, -0.62, -0.13, -0.59, 0.12, -1.37, 0.26, 1.03, -0.22, 0.54, -0.53, -0.26, 0.72, -0.95, -0.48, -0.05, -1.42, -0.99, 0.09, 0.22, 0.00, 0.21, -1.06, -0.83, -0.32, -0.32, 1.01, -1.07, -1.40, 1.16, -1.02, -0.15, -0.37, -0.77, -0.32, -0.10, -0.25, -0.90, -0.99, 0.18, 0.33, 0.27, 0.24, 0.28, 0.29, 0.28, 0.30, 0.00, 0.32, 0.24, 0.30, 0.42, -0.23, 0.44, 0.42, -0.21, 0.63, 0.22, 0.34, 0.35, 0.14, 0.37, 0.50, 0.29, 0.33, 0.12, 0.29, 0.26, 0.34, 0.28, 0.28, 0.10, 0.39, 0.26, 0.17, 0.36, 0.29, 0.37, 0.39, 0.37, 0.28, 0.33, 0.14, 0.31, 0.26, 0.01, 0.17, 0.30, 0.23, 0.28, 0.31, 0.26, 0.51]}